Density functional theory data (ωB97M-V/def2-TZVPD) for a cluster of 4 separate species, C2H14N2O3 in total at a distorted geometry.

XYZ file:
```
21
Properties=species:S:1:pos:R:3:forces:R:3
C 0.166 -0.911 -1.422 -0.23 -0.50 0.15
N -0.947 -0.517 -0.544 0.20 -0.30 -0.33
C -1.576 0.736 -0.983 1.06 -0.44 0.68
N -2.192 0.680 -2.271 -0.36 -0.10 -0.42
H 0.703 -0.025 -1.747 0.22 0.07 0.03
H 0.839 -1.582 -0.872 0.00 0.22 -0.15
H -0.179 -1.461 -2.306 0.07 0.18 -0.05
H -1.620 -1.274 -0.595 -0.23 0.13 0.13
H -0.769 1.455 -0.902 0.18 0.38 -0.24
H -2.264 1.013 -0.207 -0.68 0.10 0.20
H -1.655 1.096 -3.020 -0.11 0.02 0.17
H -3.129 1.046 -2.257 0.00 0.07 -0.20
O 0.109 0.132 2.065 -0.10 -0.40 -0.12
H -0.179 -0.385 1.282 -0.06 0.35 -0.05
H -0.716 0.214 2.555 0.12 0.13 0.17
O 1.837 1.734 0.133 0.25 -0.24 -0.11
H 1.530 0.871 0.440 -0.22 0.26 0.19
H 2.715 1.807 0.521 -0.06 0.13 -0.06
O 2.362 -1.847 3.609 0.29 -0.15 -0.22
H 2.710 -1.870 2.705 -0.20 0.08 0.35
H 2.256 -0.913 3.813 -0.14 0.02 -0.14
```
Forces are in eV/Å.

Output
SMILES: CNCN.O.O.O
E_HOMO: -9.43 eV
LUMO energy: 0.628 eV
energy: -419.806602 a.u.
net charge: 0
Kohn-Sham gap: 10.06 eV

From a Mulliken analysis of the wavefunction, the atomic charges in e read: atom 1 (C): -1.010, atom 2 (N): -0.390, atom 3 (C): -0.497, atom 4 (N): -0.530, atom 5 (H): 0.405, atom 6 (H): 0.273, atom 7 (H): 0.340, atom 8 (H): 0.214, atom 9 (H): 0.327, atom 10 (H): 0.426, atom 11 (H): 0.221, atom 12 (H): 0.220, atom 13 (O): -0.646, atom 14 (H): 0.429, atom 15 (H): 0.256, atom 16 (O): -0.587, atom 17 (H): 0.275, atom 18 (H): 0.284, atom 19 (O): -0.624, atom 20 (H): 0.304, atom 21 (H): 0.311